Record 1
# C5H15N2O

A 2-piece molecular cluster, C5H15N2O overall (ωB97M-V with the def2-TZVPD basis set, the Open Molecules 2025 dataset).

XYZ file:
```
23
Properties=species:S:1:pos:R:3:lowdin_charge:R:1
C 1.82310 1.06392 -0.34800 -0.02
C 0.42570 0.48009 -0.18030 -0.32
C -0.31497 0.77384 1.10671 -0.13
C -1.77312 0.46628 1.11942 -0.37
C -2.67556 1.18853 1.76469 0.09
N -2.13931 -0.78574 0.45692 0.05
N 0.48617 -1.03219 -0.38374 0.20
H 2.01306 1.83960 0.40466 0.09
H 2.65467 0.36272 -0.28252 0.09
H 1.90117 1.57627 -1.29983 0.09
H -0.15571 0.81133 -1.02319 0.15
H -0.13728 1.81733 1.31620 0.12
H 0.27474 0.33247 1.92387 0.14
H -2.47488 2.09171 2.32984 0.08
H -3.70713 0.87420 1.78355 0.07
H -2.63973 -0.53992 -0.39213 0.10
H -2.83893 -1.23424 1.03218 0.09
H 0.78256 -1.44028 0.49684 0.16
H 1.20731 -1.25687 -1.08077 0.09
H -0.40708 -1.40553 -0.69369 0.13
H 2.85012 -2.55613 -2.22094 0.07
H 2.46116 -1.69332 -3.39582 0.07
O 2.38393 -1.73406 -2.43395 -0.04
```

Computed properties:
2S+1   1
Net charge   +1
Energy above the lowest of the compared OMol25 structures with the same formula, charge and spin   0.901 eV


Record 2
# C21H17O4S3

An isolated ion of composition C21H17O4S3 and charge -1 (ωB97M-V with the def2-TZVPD basis set, the Open Molecules 2025 dataset).

XYZ file:
```
45
Properties=species:S:1:pos:R:3:lowdin_charge:R:1
C 1.82387 -5.58889 3.09554 -0.07
C 1.12580 -4.28455 2.81235 -0.29
C 1.35064 -3.15183 3.60643 -0.05
C 0.74836 -1.93091 3.29379 -0.09
C -0.11065 -1.82176 2.17776 -0.55
S -0.96263 -0.31999 1.75762 0.97
C -0.32314 0.23203 0.08943 -0.53
C -1.11199 1.37587 -0.50313 -0.47
S -0.43618 2.73822 -1.40024 0.67
O 0.73755 2.36381 -2.16280 -0.32
O -0.40244 3.94701 -0.59659 -0.34
C -1.76419 2.96793 -2.59118 -0.25
C -1.67791 3.77524 -3.72544 -0.05
C -2.73062 3.75857 -4.64468 -0.09
C -3.84316 2.93097 -4.43599 -0.08
C -3.90838 2.12821 -3.29604 -0.05
C -2.86492 2.16811 -2.37699 -0.25
S -2.79476 1.13097 -0.90189 0.64
O -3.66523 1.73453 0.08219 -0.33
O -2.98947 -0.23924 -1.33156 -0.34
C 1.13542 0.56770 0.32044 -0.28
C 1.44377 1.84244 0.78763 -0.07
C 2.77379 2.25774 0.85065 -0.07
C 3.78428 1.32956 0.58399 -0.11
C 3.47060 -0.02533 0.39737 -0.09
C 2.12783 -0.40302 0.30236 -0.05
C -0.35205 -2.96760 1.40586 -0.10
C 0.26970 -4.17497 1.71203 -0.05
H 1.53380 -6.35329 2.37042 0.07
H 2.91681 -5.50697 3.05838 0.08
H 1.57898 -5.98388 4.08676 0.07
H 2.00887 -3.23827 4.47663 0.11
H 0.91778 -1.03616 3.88994 0.10
H -0.50701 -0.64242 -0.55823 0.10
H -0.79024 4.38441 -3.88183 0.12
H -2.68518 4.39498 -5.52716 0.10
H -4.66635 2.90573 -5.15140 0.10
H -4.73472 1.44941 -3.10579 0.12
H 0.65032 2.50744 1.11857 0.11
H 2.98891 3.29223 1.12998 0.11
H 4.82574 1.64779 0.57932 0.09
H 4.23907 -0.79688 0.32608 0.09
H 1.81661 -1.44444 0.22589 0.11
H -1.03643 -2.87194 0.56843 0.11
H 0.08914 -5.04857 1.08512 0.11
```

Computed properties:
2S+1   1
Net charge   -1
SMILES   Cc1ccc(S[C@@H](C2=[S@](=O)([O-])c3ccccc3S2(=O)=O)c2ccccc2)cc1


Record 3
# C22H51BN3O4P

A 2-piece molecular cluster, C22H51BN3O4P overall (ωB97M-V with the def2-TZVPD basis set, the Open Molecules 2025 dataset).

XYZ file:
```
82
Properties=species:S:1:pos:R:3:lowdin_charge:R:1
C 4.18030 4.42036 -0.29373 -0.13
C 3.08963 5.18804 -1.05097 -0.28
C 2.92175 4.78448 -2.52983 -0.20
C 1.57975 4.13109 -2.91651 -0.28
N 1.62719 2.67790 -3.07761 -0.05
B 0.61701 1.79157 -2.27679 -0.80
C -0.96667 2.10975 -2.71564 -0.11
C -1.87140 2.98697 -1.83150 -0.18
N -2.83548 2.31724 -0.92552 -0.11
C -3.92446 3.20326 -0.51378 -0.23
C -3.48168 4.24087 0.52079 -0.07
C -3.39281 1.09333 -1.37946 -0.51
C -3.51392 0.04805 -0.30540 0.00
O -3.76634 0.89680 -2.50418 0.11
C 1.01393 0.23913 -2.74030 -0.12
C 0.30544 -0.77463 -1.92371 -0.35
C -0.37176 -2.12232 -2.63394 0.03
O 0.81648 -1.97723 -1.55977 -0.16
P 1.17143 2.13524 -0.38023 0.97
C -0.10441 1.60416 0.83479 -0.31
O 2.25404 0.84991 -0.11114 -0.37
H 3.73710 3.58649 0.25231 0.03
H 4.71157 5.05271 0.41708 0.06
H 4.91192 3.99726 -0.98359 0.06
H 3.30896 6.25528 -0.99742 0.09
H 2.13883 5.02571 -0.54170 0.06
H 3.02766 5.68864 -3.13334 0.09
H 3.70384 4.08139 -2.81908 0.09
H 1.27834 4.58665 -3.86558 0.10
H 0.82016 4.42590 -2.18183 0.09
H 1.46238 2.47678 -4.05680 0.08
H -1.48535 1.19932 -3.01411 0.08
H -0.86913 2.65687 -3.65863 0.10
H -2.42977 3.71122 -2.44177 0.11
H -1.22779 3.59733 -1.18936 0.09
H -4.33904 3.70199 -1.39796 0.12
H -4.71169 2.58096 -0.08337 0.11
H -4.22958 4.35097 1.30481 0.07
H -3.34120 5.22406 0.07513 0.07
H -2.54461 3.93150 0.97912 0.06
H -4.35973 -0.61078 -0.48402 0.08
H -2.59153 -0.53540 -0.30303 0.05
H -3.57512 0.52395 0.67255 0.08
H 0.72954 0.06971 -3.77748 0.11
H 2.07334 0.03008 -2.58827 0.10
H -0.35517 -0.37538 -1.15378 0.09
H -0.52479 -3.19658 -2.59528 0.08
H -1.28986 -1.91999 -2.02788 0.04
H -0.84666 2.40038 0.87369 0.00
H 0.35970 1.54101 1.82242 0.02
H -0.64184 0.67125 0.64798 -0.01
H 3.03175 1.03096 -0.65299 0.04
C 1.77609 -3.81668 4.17927 -0.05
C 0.55831 -3.22396 3.50106 -0.17
N 0.71850 -2.91566 2.03434 -0.25
C 1.83668 -1.92100 1.88454 0.02
C -0.53188 -2.21853 1.53226 -0.15
C -1.82662 -3.01896 1.56812 -0.04
C 1.12248 -4.08475 1.16923 -0.07
C 0.31313 -5.36216 1.18839 -0.19
O 0.30898 -5.94176 2.47454 -0.20
C -0.79009 -6.80312 2.73128 -0.08
H 2.60826 -3.11647 4.22511 0.08
H 1.49920 -4.05710 5.20528 0.09
H 2.10428 -4.73798 3.70445 0.08
H 0.29995 -2.26768 3.95739 0.14
H -0.29220 -3.88664 3.60654 0.11
H 1.62447 -1.06230 2.51666 0.12
H 1.89766 -1.59684 0.84644 0.10
H 2.76975 -2.38958 2.17792 0.10
H -0.29416 -1.89244 0.52177 0.10
H -0.62662 -1.33230 2.16062 0.13
H -1.93683 -3.66368 0.69994 0.08
H -2.66154 -2.32006 1.52705 0.08
H -1.93974 -3.61124 2.47476 0.07
H 2.14625 -4.31982 1.45510 0.14
H 1.13420 -3.68588 0.15284 0.13
H 0.82464 -6.02656 0.47996 0.14
H -0.70090 -5.22122 0.81781 0.10
H -1.23338 -7.17437 1.80541 0.09
H -1.56044 -6.28398 3.30934 0.09
H -0.42869 -7.65147 3.30918 0.09
```

Computed properties:
2S+1   1


Record 4
# C6H11NO

A 2-piece molecular cluster, C6H11NO overall (ωB97M-V with the def2-TZVPD basis set, the Open Molecules 2025 dataset).

XYZ file:
```
19
Properties=species:S:1:pos:R:3:lowdin_charge:R:1
C 2.35642 1.07304 0.01598 -0.05
C 0.93522 0.67805 -0.25988 -0.31
C 0.48053 0.11911 -1.41668 -0.10
N -0.85550 -0.22736 -1.27006 0.06
C -1.27245 0.18422 -0.01561 -0.34
C -2.63173 -0.16455 0.46431 -0.03
C -0.19215 0.70624 0.63091 -0.04
H 2.40749 2.16245 0.05748 0.08
H 2.67236 0.75456 1.00916 0.08
H 2.98357 0.67687 -0.77659 0.07
H 1.06300 -0.18992 -2.26926 0.12
H -1.46610 -0.12121 -2.06699 0.15
H -2.73043 -1.24427 0.59359 0.09
H -2.87202 0.32858 1.38717 0.07
H -3.41921 0.10737 -0.24425 0.08
H -0.19814 1.01331 1.66449 0.12
O 0.96663 -2.13292 1.20715 -0.07
H 1.20312 -2.44835 0.32610 0.04
H 0.56938 -1.27524 0.96300 -0.01
```

Computed properties:
2S+1   1
SMILES   Cc1c[nH]c(C)c1.O
Energy above the lowest of the compared OMol25 structures with the same formula, charge and spin   0.537 eV


Record 5
# C3H2F4

A 2-piece molecular cluster, C3H2F4 overall (ωB97M-V with the def2-TZVPD basis set, the Open Molecules 2025 dataset).

XYZ file:
```
9
Properties=species:S:1:pos:R:3:lowdin_charge:R:1
C -0.94478 1.30323 -1.35375 0.05
C -0.87927 1.77439 -0.16482 -0.35
C -0.48121 -1.69410 -1.25360 -0.01
F 0.11840 2.73933 0.21882 0.02
F -1.68787 1.50793 0.85254 0.13
F -0.62301 -1.87675 0.12325 -0.03
F 0.76450 -1.99494 -1.43560 0.07
H -0.56805 1.78020 -2.30340 0.11
H -1.57098 0.61905 -1.74837 0.01
```

Computed properties:
2S+1   1
Energy above the lowest of the compared OMol25 structures with the same formula, charge and spin   3.689 eV


Record 6
# C3H16N2O6

A 5-piece molecular cluster, C3H16N2O6 overall (ωB97M-V with the def2-TZVPD basis set, the Open Molecules 2025 dataset).

XYZ file:
```
27
Properties=species:S:1:pos:R:3:lowdin_charge:R:1
N 1.40611 1.88038 -1.06327 0.19
C 1.34163 0.85374 -0.19634 -0.48
O 2.31763 0.39489 0.37612 0.04
C -0.00770 0.15570 -0.10836 -0.30
N -1.07726 1.11028 -0.33969 0.03
C -0.26755 -1.07127 -0.97748 -0.22
O -1.13682 -1.93562 -0.27100 -0.09
H 2.29717 2.22125 -1.37604 0.11
H 0.66353 2.45123 -1.43939 0.08
H -0.16232 -0.19901 0.91283 0.10
H -2.03243 0.80034 -0.39487 0.08
H -1.10848 1.88573 0.30363 0.09
H 0.59913 -1.64041 -1.32392 0.12
H -0.72337 -0.76381 -1.92624 0.12
H -0.57002 -2.57640 0.21576 0.05
O 1.83923 -1.22539 2.84671 -0.04
H 0.99281 -0.76893 2.86605 0.05
H 2.47594 -0.72214 2.32480 0.04
O -2.06384 0.16977 2.05002 -0.06
H -2.25630 -0.69183 1.66295 0.04
H -2.85942 0.69735 1.94377 0.05
O 0.99082 -2.89700 0.88208 -0.06
H 1.88832 -3.11509 0.63902 0.06
H 1.20547 -2.10399 1.43878 0.02
O -1.06361 2.68903 -3.13401 -0.07
H -0.75724 1.78022 -3.18088 0.02
H -1.93144 2.62099 -2.73099 0.03
```

Computed properties:
2S+1   1
SMILES   NC(=O)[C@@H](N)CO.O.O.O.O
Energy above the lowest of the compared OMol25 structures with the same formula, charge and spin   0.632 eV


Number 1: calculated total energy -384.01794 a.u., maximum force 1.29 eV Å⁻¹. Number 2: calculated total energy -2305.95699 a.u., maximum force 2.52 eV Å⁻¹. Number 3: calculated total energy -1700.03502 a.u., maximum force 3.47 eV Å⁻¹. Number 4: calculated total energy -365.21175 a.u., maximum force 0.94 eV Å⁻¹. Number 5: calculated total energy -514.83140 a.u., maximum force 4.26 eV Å⁻¹. Number 6: calculated total energy -684.86120 a.u., maximum force 1.99 eV Å⁻¹.